1.
ORCA calculation (wB97M-V/def2-TZVPD) on a molecular structure, C28H35AsN2O5SV at a distorted geometry.

**HOMO-LUMO gap**: 6.17 eV
**Net charge**: +3
**Maximum force**: 1.2 eV/Å
**Energy relative to the best compared isomer or geometry (same formula, charge and spin)**: 0.0 kJ/mol
**Total energy**: -5150.71142 Eh

```
73
C28H35AsN2O5SV wB97M-V/def2-TZVPD
C -2.31554 -2.61362 -0.96705
O 4.49450 0.32745 1.04008
H -0.39085 4.38212 3.69131
H 3.66462 4.51767 -0.63298
H -5.60985 -4.15562 0.24784
H 2.98022 2.72314 2.54079
H 0.74238 -2.05865 -4.15084
H 2.38412 -3.68252 -5.01713
C -4.45790 -2.35526 0.07332
C -3.27468 -1.79044 -0.36906
S 0.69029 2.53368 2.87772
H -3.09422 4.52656 1.83989
C 2.15437 3.36987 2.23138
C 3.60366 4.26185 0.42310
H 1.45132 4.41129 0.47068
H 3.12679 -5.56472 -3.60299
C -2.18573 -0.03682 -3.24074
H -2.26349 5.91545 2.54944
O 2.28382 0.05968 0.57856
C 2.22114 3.69271 0.74205
C 1.99681 -3.79352 -4.01379
C 2.41153 -4.85127 -3.21590
H 2.23712 -5.84580 -1.31876
H 3.64448 -1.08885 3.26462
H 1.14558 0.26511 -2.51531
C -0.64979 3.72730 2.85048
H -3.03648 -0.67733 -3.04293
C 1.07632 -2.87815 -3.52667
N -0.82372 -0.96668 2.52538
C 0.99022 -4.11145 -1.42438
C 0.58426 -3.04636 -2.23275
N 1.66444 -1.10367 2.49170
O 0.26986 1.49270 1.73632
H 3.79948 5.16874 0.99549
C -2.53031 -3.97918 -1.14080
H -5.22039 -1.73366 0.52306
C -3.72400 -4.52822 -0.69438
H -0.95120 3.82098 0.71652
H -3.11427 -0.72026 -0.28524
C -4.67800 -3.72149 -0.08936
H 0.58891 -4.24157 -0.42585
O 1.88982 -1.43099 4.76182
H -3.91086 -5.58479 -0.82915
H -0.69312 -2.25108 4.22751
H 0.87782 2.20804 -4.02018
C -2.31459 1.05222 -4.09035
H 2.04506 2.78872 0.15788
H -1.31848 2.69590 -5.03169
C 1.16591 -1.29501 3.83450
H 3.36734 -2.23502 1.94591
H -1.79314 -4.60522 -1.62790
C -0.93231 4.50181 1.57046
H -1.51085 3.13652 3.17741
H 2.21012 4.26665 2.86002
H -0.66639 -0.53190 4.60257
C 1.91232 -5.01136 -1.92522
O 0.03652 -1.18208 -0.07679
C -2.27017 5.22800 1.70350
V 0.69785 -0.21988 1.20672
C -0.34079 -1.27982 3.88131
C 0.02601 1.58391 -3.78608
C 3.48982 -0.21407 1.28972
H -0.14004 5.23044 1.40097
As -0.71951 -1.83803 -1.60933
C 0.17536 0.49974 -2.93982
C 3.11026 -1.24296 2.32821
H 4.39336 3.54197 0.63903
H -1.19036 -1.79942 2.06784
H -3.26999 1.26451 -4.55008
C -1.21435 1.85519 -4.35866
H -2.46830 5.81025 0.80597
C -0.94066 -0.29754 -2.67134
H -1.58946 -0.29593 2.55242
```

2.
ORCA calculation (wB97M-V/def2-TZVPD) on a molecular structure, C28H35AsN4O2PSn at a distorted geometry.

**HOMO-LUMO gap**: 7.98 eV
**Net charge**: +1
**Maximum force**: 2.4 eV/Å
**Energy relative to the best compared isomer or geometry (same formula, charge and spin)**: 0.0 kJ/mol
**Total energy**: -4248.67216 Eh

```
72
C28H35AsN4O2PSn wB97M-V/def2-TZVPD
H 3.92605 -3.92054 2.00276
C -1.43012 -4.89641 -3.87089
H -3.20900 -0.35988 -2.96785
C -2.35425 -3.47608 -1.64149
H 2.66708 -1.75163 4.79327
H 0.57791 3.92608 2.40266
C -3.15127 5.46478 0.57466
H -2.25376 6.87490 4.03656
C 0.74759 2.94512 1.94484
C 2.05594 -4.41838 4.12742
C -2.22367 -5.49848 -2.90965
H -2.28643 2.56977 2.04187
C -2.50407 6.49368 3.04143
H 4.40499 -2.00393 5.02550
H 3.16186 -2.91179 6.00696
H 2.34976 0.71474 -5.44121
N 0.83969 -2.33837 0.59787
As -0.43573 2.73565 0.45008
C 2.09065 -1.14173 1.84441
H -2.49157 -6.52358 -3.04268
H 4.14093 -0.71561 -4.52070
H 3.70211 -2.23150 -2.67563
H 2.55374 -0.34147 2.39801
H 0.10137 0.58488 -4.54162
C 3.13829 -0.77201 -4.11911
O -2.43813 1.44262 -1.38710
O -1.97682 2.38236 -3.33517
H 0.57287 2.15423 2.66606
C 3.38187 -2.47545 5.05083
C -2.22905 -0.00546 -3.22967
H 1.16013 -3.77524 4.05133
H -1.03613 -5.46399 -4.70097
H 1.03417 4.24809 -1.08080
C 0.00265 4.23469 -0.71835
H -2.10963 -0.07468 -4.31845
C -2.18706 1.39505 -2.69905
P -1.05500 -1.09473 -2.34833
H -1.72343 4.52965 3.43838
H 2.02528 -4.94699 5.08741
C -2.71370 -4.79776 -1.83242
C 1.58025 -1.75064 -2.58754
H -0.69939 4.12814 -1.56293
C -3.47521 6.76811 0.88396
C 3.33606 -3.59828 3.99652
H -3.44468 5.04459 -0.39266
H -0.15612 5.10976 -0.13228
C -2.19372 3.19681 1.16076
H 1.93176 -5.14437 3.35102
C -1.54994 -2.83491 -2.58405
H -2.93165 2.85030 0.47402
H 4.51739 -2.43728 2.54242
C -1.10327 -3.54327 -3.71177
C 0.56631 -0.95119 -3.12063
Sn -1.54834 0.13989 0.00375
N 1.70526 -3.15669 1.13144
C 0.82874 -0.08917 -4.18242
N 1.07034 -1.08172 1.02610
H -3.96183 7.37368 0.15044
C -2.51637 4.62900 1.48292
N 2.53965 -2.39614 1.92929
C 3.62851 -3.05488 2.62623
H 1.45099 -2.39982 -1.74029
H -3.40126 8.29110 2.38992
H 1.75853 2.88568 1.56771
H -0.50930 -3.03995 -4.46453
H -3.30790 -5.28188 -1.07377
C -2.21121 5.16454 2.71703
H 4.16845 -4.28707 4.28222
H -2.74629 -2.97364 -0.74702
C -3.15383 7.29530 2.12526
C 2.13172 0.00584 -4.65982
C 2.87022 -1.62240 -3.08242
```

3.
ORCA calculation (wB97M-V/def2-TZVPD) on a molecular structure, C28H35Cl39N2OS at a distorted geometry.

**HOMO-LUMO gap**: 8.79 eV
**Net charge**: 0
**Maximum force**: 2.8 eV/Å
**Energy relative to the best compared isomer or geometry (same formula, charge and spin)**: 67.3 kJ/mol
**Total energy**: -19618.22384 Eh

```
106
C28H35Cl39N2OS wB97M-V/def2-TZVPD
C 5.26867 6.67432 -3.15062
H -1.00268 0.42186 -2.31229
Cl 7.20301 3.46006 0.44560
S 3.43952 -4.16764 4.59291
Cl -0.77221 1.25723 6.19933
C -7.72413 3.72541 2.14617
Cl -3.06646 3.02643 6.01907
H -2.72207 5.95851 1.50564
Cl 2.88625 -1.11554 -5.57570
H -1.72167 -5.06449 2.58055
Cl 6.96276 1.73875 -1.87966
H 0.11566 -6.22833 6.19819
Cl -1.39434 4.62247 0.11260
Cl 9.47073 -9.34048 -3.21088
C -1.09465 -3.05288 0.94286
C -7.10675 4.08048 -3.27041
H -1.00417 0.02718 3.17168
Cl -1.19849 4.97490 2.98707
H -1.03940 3.15499 4.85390
Cl -6.18847 2.84067 -2.39487
C -4.99104 -0.50613 2.68325
H 5.66102 7.48290 -3.75424
H -1.79898 -2.06079 -2.31126
H 4.15583 -4.33328 -5.57908
C 1.31608 -5.08209 4.79015
Cl 7.63333 -0.45602 3.46515
H 0.35979 -1.69588 -2.48533
C 0.15982 -5.73243 5.23571
C 3.77279 -1.33930 -4.06528
H -1.75275 0.32331 1.59688
H 5.48379 0.15175 4.17150
Cl 5.87421 -5.78435 -4.92469
C -0.82364 -5.02723 3.18977
H 1.63168 0.72105 0.75889
H 0.93793 -2.77329 1.56821
Cl -6.48151 5.70421 -2.98974
H -1.94465 -3.50664 1.45692
H -1.83258 -6.17403 4.71270
Cl -4.06768 -1.99473 2.46358
Cl -5.96496 8.72065 -2.68886
C 9.40443 -7.58302 -3.06399
C -2.28414 4.97363 1.59219
C -4.81395 8.04373 -1.53612
H 0.75283 -4.22627 0.62406
Cl -7.12266 3.72864 -5.00075
H -2.36753 -3.68587 -0.69752
Cl 7.74576 -7.04028 -2.80173
C 6.29144 3.13407 -1.02970
Cl -7.77589 3.42926 0.40389
Cl 3.79016 7.23119 -2.36995
Cl -6.89201 0.56493 -4.46030
H 0.73020 0.57909 -2.43019
H 0.34402 2.07749 -0.70934
H -8.74085 3.77965 2.51405
C 0.01801 -1.27139 -1.53270
Cl -4.41402 -0.65524 -3.56782
C 0.26627 -3.62871 1.40416
Cl 3.11064 -2.69843 -3.15154
Cl 10.09125 -6.81205 -4.49512
H 0.75476 -1.58303 -0.78429
C 1.38098 -4.39197 3.53842
Cl -4.70445 0.60866 1.34733
H 0.33562 -0.47415 0.98682
Cl 6.04701 -2.94649 -5.50737
C -0.16142 1.13109 -0.46976
C -6.00006 -0.94762 -4.29050
Cl -0.51405 4.05007 6.95413
Cl -3.68211 9.27758 -0.97818
N 2.54703 -3.85151 3.29775
C 0.54607 0.58074 0.77194
Cl 3.75326 0.13992 -3.10144
H -2.08556 -1.17414 -0.83351
H -4.24926 7.26203 -2.03055
C 0.22078 -4.37764 2.72478
C -0.89300 -5.70500 4.44782
Cl 4.58259 2.88171 -0.66417
Cl -5.83352 -1.75708 -5.85063
Cl 5.30018 -2.15950 3.83602
Cl -4.57166 0.25960 4.21338
Cl -3.57940 3.79460 1.80607
H -1.20237 1.41322 -0.28287
C -1.31112 2.90562 5.87195
C 5.86974 -0.53623 3.42991
C -1.39027 -1.88463 -1.30250
H -1.76317 1.61234 2.79215
Cl 5.25551 -0.06019 1.84837
H -6.04467 -0.75792 2.69760
Cl -6.92847 5.25574 2.50925
H -0.62282 -3.93728 -0.99469
Cl -5.68398 7.33271 -0.17135
Cl 4.93815 5.30001 -4.20761
H 4.80473 -1.57993 -4.31216
H 6.37167 4.00155 -1.67655
C 5.19453 -4.45671 -5.86302
Cl 6.48635 6.24448 -1.94320
H -1.13964 -1.98833 1.19056
N 2.42702 -5.02912 5.49218
H -8.12866 4.06026 -2.91181
C -0.06848 0.25387 -1.75416
H -6.55745 -1.59899 -3.62930
O 0.06763 1.32166 1.91800
H 9.99552 -7.29203 -2.20495
Cl -6.93797 2.36236 2.95758
C -1.15269 0.79278 2.39211
C -1.36823 -3.24633 -0.58911
Cl 5.25916 -4.81076 -7.58898
```